Here is a structure of composition C4H8I2O from the Open Molecules 2025 dataset. Energies are from wB97M-V/def2-TZVPD.

Values from the calculation:
- 2S+1 = 1
- energy relative to the best compared isomer or geometry (same formula, charge and spin) (kJ/mol) = 85.8
- E_HOMO (eV) = -9.17
- molecular weight (g/mol) = 325.9
- DFT total energy (Eh) = -827.79634
- largest force on an atom (Eh/bohr) = 0.081

```
15
C4H8I2O wB97M-V/def2-TZVPD
I -2.098 -1.531 -1.624
I -3.281 1.106 0.452
O -0.740 1.064 -1.236
C -0.501 -0.331 0.819
C 0.880 -0.797 0.287
C -1.439 0.205 -0.444
C 1.823 0.419 0.208
H -0.608 0.562 1.501
H -1.224 -1.121 1.214
H 2.686 0.082 -0.318
H -1.147 1.146 -2.169
H 1.404 1.290 -0.301
H 0.672 -1.193 -0.663
H 1.328 -1.535 1.097
H 2.245 0.637 1.174
```

---

Here is a cluster of 9 separate species, C42H108N6O15 in total from the Open Molecules 2025 dataset. Energies are from wB97M-V/def2-TZVPD.

Values from the calculation:
- 2S+1 = 1
- energy relative to the best compared isomer or geometry (same formula, charge and spin) (kJ/mol) = 0.0
- E_HOMO (eV) = -8.46
- molecular weight (g/mol) = 937.4
- DFT total energy (Eh) = -3121.84902
- largest force on an atom (Eh/bohr) = 0.039

```
171
C42H108N6O15 wB97M-V/def2-TZVPD
O 4.696 4.579 -2.212
O 4.527 -8.210 -2.560
O -0.768 -2.842 4.713
O -1.210 -2.361 -1.066
O -3.348 1.468 -2.268
O -4.819 -1.467 0.856
O 1.784 -2.188 7.882
O 2.374 -3.594 0.512
O -0.017 4.165 -1.930
O -1.956 1.945 3.652
O 0.714 1.660 -6.277
O 5.265 1.082 -5.645
O 0.463 1.529 -1.165
O -7.607 -2.542 4.394
O -0.771 3.484 5.599
N 3.259 3.116 -4.444
N -2.211 -0.994 -3.231
N -4.914 -1.764 3.818
N -0.267 -0.759 6.538
N -0.194 4.138 -4.971
N 3.873 -4.691 -1.773
C -0.846 -1.476 4.309
C 6.214 0.045 -5.670
C 1.110 3.315 4.076
C -3.490 1.032 -3.615
C 2.555 -2.926 -0.730
C 2.979 -2.894 8.086
C 3.031 2.997 -3.003
C -0.891 -1.640 -3.294
C -8.546 -3.528 4.772
C 0.251 2.810 -6.981
C -4.221 -0.740 3.052
C 5.571 2.113 -4.731
C 4.967 5.917 -1.927
C -4.249 2.483 -1.947
C 1.613 0.883 -7.058
C -2.217 0.270 -3.962
C 4.912 -6.868 -2.324
C 2.688 -3.859 -1.901
C -0.769 1.083 -0.631
C 2.255 -2.708 1.608
C 0.314 4.682 -0.661
C -1.776 -3.650 4.131
C -1.221 4.449 -3.992
C -0.540 0.541 0.763
C 3.792 -5.879 -2.605
C 0.124 -0.648 5.131
C -5.735 -1.183 4.874
C 3.294 4.287 -2.232
C -0.694 5.124 -2.734
C 5.658 -9.052 -2.643
C -4.465 -1.821 -0.454
C -0.805 3.481 -6.129
C 0.397 4.166 5.112
C -6.644 -2.288 5.412
C -0.935 -2.844 -2.372
C -3.136 2.539 3.129
C 2.020 -0.843 7.584
C -3.728 -1.242 1.731
C -2.678 3.538 2.063
C -1.095 -3.269 -0.007
C 0.723 -0.082 7.393
C 4.621 3.284 -4.906
H 0.993 5.535 -0.746
H -5.121 -0.783 5.681
H 2.835 -6.367 -2.341
H 0.096 -0.346 0.751
H 0.051 -3.321 -2.380
H -0.021 0.380 4.797
H -0.559 -1.432 3.252
H 5.035 4.157 -4.404
H -1.312 0.866 -3.801
H -9.229 -3.182 5.553
H -4.116 2.824 -0.918
H -3.699 1.755 2.619
H -1.788 3.560 -3.683
H 1.957 2.832 -2.925
H -3.568 1.863 -4.327
H -3.455 4.304 1.937
H 6.130 -9.217 -1.669
H 0.520 3.540 -4.569
H 3.445 -2.540 9.017
H 5.506 1.732 -3.702
H -0.596 4.943 -0.109
H 2.562 1.414 -7.163
H -3.069 -0.470 1.304
H -4.914 0.092 2.854
H 1.616 -1.851 1.379
H 2.628 -3.294 -2.833
H 2.775 -3.944 8.282
H 2.976 4.136 -1.198
H 6.606 2.433 -4.919
H -2.281 0.079 -5.040
H 1.759 -3.279 2.396
H 5.956 -0.646 -6.473
H -6.072 -3.192 5.649
H 1.088 2.258 4.353
H -1.475 0.254 1.252
H 7.187 0.432 -6.003
H 6.041 6.055 -1.792
H -1.504 2.700 -5.805
H 2.167 3.571 4.032
H -1.781 4.062 2.393
H 3.251 -2.457 1.984
H -0.137 -3.800 -0.024
H -4.385 0.415 -3.731
H -6.443 -0.446 4.471
H 1.049 4.496 5.921
H 0.276 0.093 8.377
H -3.845 -1.059 -0.936
H 3.760 -2.804 7.328
H -1.976 5.087 -4.461
H 4.670 3.634 -5.945
H 4.055 -4.943 -0.812
H 1.800 -4.511 -1.938
H -0.681 -1.992 -4.303
H -2.755 -3.245 4.390
H 6.417 -8.749 -3.365
H -1.875 -1.123 4.401
H 2.591 -0.694 6.649
H -4.173 3.357 -2.609
H -8.042 -4.461 5.033
H -1.324 4.235 -6.723
H -3.725 2.990 3.933
H -1.281 0.334 -1.238
H -1.919 -3.989 0.029
H 1.723 -2.224 -0.855
H 5.252 -10.016 -2.953
H 2.808 5.126 -2.738
H -1.090 -2.758 0.958
H 2.704 -0.391 8.319
H -0.120 -0.975 -2.886
H 1.754 -0.068 -6.553
H -1.707 -3.565 -2.656
H 0.629 3.346 3.100
H -3.901 -2.761 -0.384
H 6.270 -0.438 -4.693
H 3.657 -5.726 -3.678
H -7.189 -2.028 6.326
H -3.131 -2.161 1.740
H 4.695 6.620 -2.723
H -0.031 5.952 -2.995
H -2.355 -0.773 -2.252
H 1.151 -0.959 4.905
H -0.092 1.282 1.428
H -1.247 4.045 6.218
H 1.190 0.700 -8.050
H -1.641 -3.788 3.056
H 5.125 -6.825 -1.248
H -9.156 -3.687 3.882
H -2.527 3.075 1.090
H -1.507 2.613 4.215
H -0.115 2.512 -7.970
H 0.345 2.398 -1.583
H 3.553 2.150 -2.547
H 0.807 3.962 -0.007
H -3.355 -0.314 3.567
H -0.244 -1.751 6.762
H 4.510 6.268 -0.995
H 1.130 3.447 -7.144
H 3.492 -2.360 -0.655
H -5.559 -2.268 3.218
H -5.310 2.196 -1.994
H 5.804 -6.497 -2.837
H -1.663 -4.623 4.607
H -0.012 5.030 4.569
H -5.336 -2.002 -1.080
H -1.541 5.493 -2.147
H -1.510 1.891 -0.657
H 0.937 0.895 6.958
H 2.844 2.320 -4.914
```

---

Here is a cluster of 2 separate species, C2H8NO2 in total from the Open Molecules 2025 dataset. Energies are from wB97M-V/def2-TZVPD.

Values from the calculation:
- 2S+1 = 2
- <S²> = 0.754
- energy relative to the best compared isomer or geometry (same formula, charge and spin) (kJ/mol) = 52.3
- E_HOMO (spin up / spin down) (eV) = -9.91 / -9.87
- molecular weight (g/mol) = 78.1
- DFT total energy (Eh) = -286.12809
- largest force on an atom (Eh/bohr) = 0.030

```
13
C2H8NO2 wB97M-V/def2-TZVPD
O 1.257 -1.705 -0.167
O -0.134 0.227 -1.135
N -1.751 1.702 -0.117
C 1.892 -1.131 0.958
C -1.431 0.537 -0.938
H 1.210 -1.227 1.820
H -1.458 1.490 0.831
H 2.796 -1.682 1.212
H -1.238 2.513 -0.436
H 2.142 -0.074 0.847
H 0.619 -1.045 -0.509
H -1.961 -0.310 -0.462
H -1.942 0.706 -1.903
```

---

Here is an isolated molecule of C6H14FNO2S from the Open Molecules 2025 dataset. Energies are from wB97M-V/def2-TZVPD.

Values from the calculation:
- 2S+1 = 1
- energy relative to the best compared isomer or geometry (same formula, charge and spin) (kJ/mol) = 0.0
- E_HOMO (eV) = -10.57
- molecular weight (g/mol) = 183.2
- DFT total energy (Eh) = -940.09701
- largest force on an atom (Eh/bohr) = 0.186

```
25
C6H14FNO2S wB97M-V/def2-TZVPD
S -3.186 -1.268 0.098
F -3.500 -0.775 1.723
O -4.492 -1.990 -0.416
O -2.070 -2.380 0.021
N -2.846 0.053 -0.992
C 2.345 -1.682 -0.284
C -1.976 1.124 -0.372
C -0.570 0.575 0.285
C 2.534 -0.301 0.579
C 2.103 1.074 -0.202
C 0.640 1.699 0.314
H 3.701 -0.205 0.802
H 3.204 -1.900 -1.061
H 2.019 0.979 -1.365
H 1.987 -0.353 1.613
H -2.425 -0.369 -1.852
H -1.653 1.853 -1.260
H -0.773 0.226 1.399
H 0.378 2.685 -0.304
H 2.365 -2.573 0.510
H 0.837 2.022 1.443
H 2.898 1.918 0.085
H 1.325 -1.781 -0.849
H -0.259 -0.378 -0.327
H -2.587 1.747 0.411
```

---

Here is a cluster of 5 separate species, C18H30N3O13 in total from the Open Molecules 2025 dataset. Energies are from wB97M-V/def2-TZVPD.

Values from the calculation:
- 2S+1 = 1
- charge = +1
- E_HOMO (eV) = -12.23
- molecular weight (g/mol) = 496.4
- DFT total energy (Eh) = -1845.94513
- largest force on an atom (Eh/bohr) = 0.088

```
64
C18H30N3O13 wB97M-V/def2-TZVPD
O 3.885 -6.240 2.433
O 1.225 3.678 -1.292
O 0.435 7.936 1.786
O 1.242 9.193 0.054
O -3.393 4.845 -1.099
O -5.358 4.426 -0.005
O 1.392 1.569 -2.162
O 1.612 1.939 0.085
O 0.246 7.220 -0.378
O 3.052 -4.111 2.520
O 3.493 -5.283 4.434
O -0.898 -2.385 -1.128
O -4.120 2.703 -0.762
N 1.419 -4.716 -0.472
N 0.354 -6.726 0.525
N -1.251 -5.157 -0.501
C 3.780 -6.648 4.676
C 3.442 -5.122 3.080
C 0.434 7.871 -1.621
C -0.280 -3.374 -2.023
C 1.783 3.118 0.848
C -1.905 0.013 -0.887
C 1.467 8.906 -1.313
C 1.408 2.328 -1.207
C 1.089 4.160 0.031
C -1.027 -1.060 -1.785
C 4.452 -7.086 3.416
C -1.194 -4.746 -1.985
C 0.178 -5.520 -0.164
C 1.259 -3.790 -1.654
C -4.218 4.061 -0.661
C -5.138 2.155 0.054
C -6.144 3.257 0.135
C 0.624 8.102 0.593
H -6.680 3.263 1.088
H 0.066 -0.610 -1.882
H -0.563 -5.613 -2.508
H -2.258 -4.633 -2.469
H -0.517 8.310 -1.938
H -1.916 -5.955 -0.366
H -1.214 0.938 -0.620
H -1.526 -1.102 -2.848
H -6.871 3.220 -0.682
H 5.535 -6.922 3.440
H 0.770 7.162 -2.383
H 4.425 -6.759 5.552
H -2.872 0.399 -1.453
H 2.855 3.317 0.956
H -0.389 -7.463 0.560
H 2.840 -7.180 4.856
H 2.487 8.527 -1.432
H 1.349 9.806 -1.923
H 1.341 3.005 1.842
H -0.286 -2.906 -3.114
H 1.268 -6.935 1.000
H -4.711 1.906 1.031
H -2.253 -0.473 0.132
H 1.796 -4.259 -2.592
H 1.551 5.146 0.135
H 1.830 -4.251 0.366
H -5.550 1.248 -0.396
H 4.257 -8.136 3.183
H 0.024 4.238 0.272
H 1.864 -2.799 -1.382
```

---

Here is a structure of composition C26H16N6O4S2V from the Open Molecules 2025 dataset. Energies are from wB97M-V/def2-TZVPD.

Values from the calculation:
- 2S+1 = 2
- <S²> = 0.774
- energy relative to the best compared isomer or geometry (same formula, charge and spin) (kJ/mol) = 0.0
- E_HOMO (spin up / spin down) (eV) = -6.40 / -6.40
- molecular weight (g/mol) = 591.5
- DFT total energy (Eh) = -3370.34761
- largest force on an atom (Eh/bohr) = 0.025

```
55
C26H16N6O4S2V wB97M-V/def2-TZVPD
V -0.595 -0.041 -0.093
S -1.382 4.181 0.155
S -2.128 1.269 -1.330
O -2.148 -0.914 0.682
O 2.762 -0.176 1.109
O -3.151 -2.681 1.652
O 3.280 -1.477 -0.619
N 0.905 1.009 -0.947
N 0.190 -1.710 0.772
N -0.351 -1.003 -1.935
N -3.724 3.739 2.917
N -4.671 0.304 1.163
N -0.097 1.279 1.432
C 1.310 3.110 2.030
C -3.903 1.044 0.727
C 0.743 3.133 3.291
C 0.853 -4.332 1.682
C 1.237 0.748 -2.217
C 1.834 -3.421 1.225
C 1.471 -2.167 0.815
C 2.125 1.581 -2.888
C -0.753 -2.597 1.244
C 2.622 2.686 -2.208
C 0.752 -0.934 -4.054
C -1.076 -2.036 -2.345
C 1.361 2.069 -0.278
C -0.642 1.303 2.645
C -0.262 2.229 3.600
C -3.223 3.430 1.932
C -0.001 -2.016 -4.481
C -0.936 -2.572 -3.617
C -2.894 1.864 0.151
C 2.244 2.947 -0.899
C 2.520 -1.154 0.457
C -2.046 -2.052 1.193
C -2.543 3.072 0.703
C 0.843 2.181 1.114
C -0.440 -3.896 1.700
C 0.541 -0.441 -2.775
H -1.555 -3.403 -3.915
H 1.479 -0.475 -4.705
H -0.752 2.236 4.562
H -1.420 0.569 2.828
H -1.250 -4.519 2.048
H 2.408 1.390 -3.912
H 1.128 -5.320 2.011
H 0.135 -2.414 -5.474
H 2.608 3.818 -0.381
H -3.893 -2.050 1.562
H 1.069 3.861 4.018
H 2.880 -3.693 1.237
H 2.948 -2.304 -0.995
H 2.075 3.816 1.752
H 3.304 3.358 -2.710
H -1.790 -2.431 -1.629
```

---

Here is an isolated molecule of C6H12O2 from the Open Molecules 2025 dataset. Energies are from wB97M-V/def2-TZVPD.

Values from the calculation:
- 2S+1 = 1
- energy relative to the best compared isomer or geometry (same formula, charge and spin) (kJ/mol) = 429.1
- E_HOMO (eV) = -9.10
- molecular weight (g/mol) = 116.2
- DFT total energy (Eh) = -386.15673
- largest force on an atom (Eh/bohr) = 0.126

```
20
C6H12O2 wB97M-V/def2-TZVPD
O 0.589 -0.636 1.635
O -0.601 0.644 -1.474
C -0.504 0.624 0.146
C 0.355 1.825 0.470
C 2.004 -0.687 1.686
C -1.854 0.317 -2.035
C 0.023 -0.729 0.130
C -0.147 -1.962 -0.310
H -2.704 0.846 -1.589
H -1.851 0.485 -3.117
H 0.080 -2.810 0.326
H 2.452 -1.231 0.843
H -0.106 2.724 0.053
H 2.440 0.318 1.713
H -2.089 -0.751 -1.949
H 1.349 1.746 0.024
H 2.300 -1.226 2.593
H -0.648 -2.167 -1.246
H -1.513 0.697 0.552
H 0.426 1.971 1.551
```

---

Here is a cluster of 2 separate species, C3H12N2 in total from the Open Molecules 2025 dataset. Energies are from wB97M-V/def2-TZVPD.

Values from the calculation:
- 2S+1 = 1
- energy relative to the best compared isomer or geometry (same formula, charge and spin) (kJ/mol) = 53.6
- E_HOMO (eV) = -8.96
- molecular weight (g/mol) = 76.1
- DFT total energy (Eh) = -230.97090
- largest force on an atom (Eh/bohr) = 0.032

```
17
C3H12N2 wB97M-V/def2-TZVPD
N -1.385 1.133 -0.278
N 2.509 -0.615 -0.857
C -2.208 -0.081 -0.356
C -2.170 -0.789 1.004
C 2.655 0.452 0.141
H 2.920 1.370 -0.386
H -2.169 -0.012 1.766
H 3.284 0.300 1.013
H 1.695 0.736 0.583
H 2.888 -1.461 -0.438
H -1.194 -1.246 1.157
H -1.747 -0.763 -1.064
H -1.642 1.841 -0.950
H 3.260 -0.454 -1.523
H -3.038 -1.428 1.166
H -0.427 0.836 -0.415
H -3.233 0.182 -0.565
```

---

Here is the ion C15H30N with charge +1 from the Open Molecules 2025 dataset. Energies are from wB97M-V/def2-TZVPD.

Values from the calculation:
- 2S+1 = 1
- charge = +1
- energy relative to the best compared isomer or geometry (same formula, charge and spin) (kJ/mol) = 4.0
- E_HOMO (eV) = -12.62
- molecular weight (g/mol) = 224.4
- DFT total energy (Eh) = -643.99536
- largest force on an atom (Eh/bohr) = 0.020

```
46
C15H30N wB97M-V/def2-TZVPD
N 3.059 -2.291 2.064
C 4.793 -0.005 0.053
C -4.070 2.794 -1.616
C 4.292 -0.439 1.050
C 0.031 -1.391 -0.186
C 4.118 -3.270 1.750
C 2.388 -2.696 3.311
C -3.732 4.280 -1.744
C -2.837 1.897 -1.532
C -2.038 -0.525 -1.345
C 0.994 -1.208 0.992
C 3.688 -0.951 2.264
C -3.225 0.438 -1.305
C -3.079 4.635 -3.075
C 2.090 -2.267 0.924
C -1.077 -0.340 -0.171
H -3.932 0.142 -2.083
H -3.736 0.342 -0.345
H -3.709 4.319 -3.903
H 4.806 -3.363 2.589
H -2.108 4.158 -3.178
H -3.072 4.573 -0.924
H 1.613 -1.982 3.580
H 0.419 -1.289 1.916
H -0.417 -2.386 -0.142
H 4.458 -1.041 3.037
H 2.668 -2.107 0.011
H -4.680 2.490 -2.469
H -4.656 4.854 -1.643
H 5.238 0.390 -0.813
H 1.420 -0.207 0.930
H -1.494 -0.390 -2.282
H 1.629 -3.256 0.870
H 2.927 -0.249 2.615
H 3.109 -2.748 4.126
H -4.670 2.648 -0.714
H -2.936 5.711 -3.147
H -1.637 -0.413 0.764
H -0.629 0.653 -0.218
H -2.203 2.248 -0.714
H -2.265 1.971 -2.458
H 1.933 -3.677 3.187
H -2.418 -1.550 -1.328
H 4.678 -2.942 0.875
H 0.585 -1.316 -1.123
H 3.681 -4.246 1.547
```

---

Here is a structure of composition C14H18F6NO4PdS2 from the Open Molecules 2025 dataset. Energies are from wB97M-V/def2-TZVPD.

Values from the calculation:
- 2S+1 = 1
- charge = +1
- E_HOMO (spin up / spin down) (eV) = -12.71 / -12.71
- molecular weight (g/mol) = 548.8
- DFT total energy (Eh) = -2423.17152
- largest force on an atom (Eh/bohr) = 0.008

```
46
C14H18F6NO4PdS2 wB97M-V/def2-TZVPD
Pd -0.290 1.224 -0.419
S -2.640 -1.083 -0.674
S -2.083 1.090 -2.434
F -4.395 2.230 -2.099
F -0.428 -2.489 -0.343
F -2.723 3.328 -1.261
F -1.690 -3.138 -1.983
F -0.457 -1.368 -2.190
F -3.027 3.290 -3.408
O -2.592 -1.269 0.738
O -3.772 -1.400 -1.465
O -0.695 1.630 -2.464
O -2.519 0.308 -3.526
N -2.173 0.476 -0.940
C -1.332 1.368 2.647
C 0.693 0.337 1.479
C 1.186 2.853 0.266
C -0.135 1.511 1.758
C 1.488 4.133 -0.455
C 1.858 1.638 -0.176
C 2.755 1.720 -1.374
C 0.374 -0.934 2.206
C 1.779 0.444 0.597
C 2.746 -0.686 0.370
C 0.283 2.805 1.335
C -3.146 2.596 -2.293
C -0.345 4.032 1.935
C -1.206 -2.092 -1.351
H 1.286 4.033 -1.522
H 2.262 2.246 -2.190
H 3.668 2.268 -1.130
H -0.629 -1.285 1.963
H 2.942 -1.214 1.300
H -1.041 1.512 3.691
H 1.069 -1.730 1.967
H -1.784 0.385 2.550
H 2.545 4.388 -0.350
H 2.364 -1.411 -0.351
H 0.891 4.958 -0.084
H 0.402 -0.751 3.282
H -2.086 2.113 2.401
H -1.222 4.357 1.370
H -0.661 3.842 2.957
H 0.362 4.857 1.956
H 3.030 0.734 -1.735
H 3.698 -0.312 0.004
```